{
  "formula": "C5H10O2",
  "method": "ωB97M-V with the def2-TZVPD basis set",
  "species": ["O", "C", "C", "H", "H", "H", "H", "H", "C", "O", "H", "C", "C", "H", "H", "H", "H"],
  "coordinates": [[-1.215, -0.946, -0.548], [1.409, -0.516, 0.982], [-1.540, 0.259, 0.112], [-0.564, -1.758, -2.251], [-1.924, -0.046, 1.088], [-0.744, 2.071, 0.869], [-2.339, 0.796, -0.431], [0.412, -0.350, -1.712], [-0.599, -0.761, -1.802], [2.673, -0.627, 1.501], [1.436, 1.419, 1.542], [0.857, 0.694, 0.981], [-0.375, 1.216, 0.293], [-0.084, 1.621, -0.689], [0.930, -1.440, 0.661], [-1.227, -0.123, -2.450], [2.906, -1.555, 1.562]],
  "nbo_charge": [-0.544, 0.120, -0.057, 0.194, 0.191, 0.221, 0.162, 0.174, -0.262, -0.687, 0.210, -0.297, -0.462, 0.210, 0.185, 0.166, 0.476],
  "homo_ha": -0.314,
  "energy_ev": -9440.6218,
  "smiles": "COCC/C=C/O",
  "e_above_lowest_kcal_mol": 55.83,
  "charge": 0
}